No. 1
Below is C38H38N3O8SiV as an isolated structure at a distorted geometry, with properties calculated with ωB97M-V with the def2-TZVPD basis set.

Computed properties:
**Maximum force**: 1.7 eV Å⁻¹
**Orbital gap (alpha / beta)**: 6.356 / 6.886 eV
**Net charge**: -1
**Spin multiplicity**: 2
**E_LUMO (alpha / beta)**: 0.05049 / 0.06993 Eh
**<S²>**: 0.76
**Calculated total energy**: -3470.71874 hartree

CARTESIAN COORDINATES (ANGSTROEM)
V 0.18997 -0.06864 -0.43128
C 2.03902 -3.70347 -0.20491
C 1.25651 -2.59514 0.44523
O 0.63397 -1.83067 -0.45981
C 1.19541 -2.38522 1.76655
C 0.44832 -1.29581 2.43398
C -0.98369 -1.53606 2.82043
N 0.93991 -0.18042 2.78223
N 2.21443 0.16344 2.53122
C 2.50246 0.55001 1.34330
O 1.65758 0.35332 0.35467
C 3.74799 1.24477 1.00693
C 4.14698 1.38476 -0.31707
C 5.31989 2.06159 -0.61151
C 6.09262 2.59972 0.40476
C 5.69313 2.45637 1.72714
C 4.52587 1.78424 2.03051
H 1.43314 -4.19449 -0.96320
H 2.91651 -3.28944 -0.70162
H 2.36795 -4.43741 0.52848
H 1.70753 -3.08361 2.41583
H -1.02918 -2.21428 3.67742
H -1.45896 -0.58577 3.06178
H -1.51836 -2.01777 2.00005
H 3.56213 0.93966 -1.11600
H 5.63013 2.16208 -1.64290
H 7.00300 3.13285 0.16988
H 6.29004 2.87955 2.52292
H 4.19021 1.67948 3.04953
O -3.13807 2.42671 3.88704
C -2.28644 2.06246 3.07866
O -2.04576 0.93137 2.64553
C -1.41146 3.22547 2.49482
C 0.06847 3.17886 2.91445
C 0.66075 4.58848 2.78664
C 0.72967 4.73351 1.25140
C 0.26393 3.33751 0.80792
O 0.72678 2.49645 1.85050
C -1.26317 3.24432 0.94911
C -1.84248 2.02258 0.25747
O -2.91788 1.93905 -0.28081
O -0.97946 1.01120 0.22882
H -1.87584 4.15092 2.84628
H 0.25793 2.66242 3.85435
H 0.03908 5.34381 3.26390
H 1.65564 4.62471 3.22683
H 0.08979 5.52610 0.86276
H 1.74869 4.91668 0.91329
H 0.67405 3.00112 -0.14637
H -1.78593 4.10956 0.52590
O -0.49086 -0.11142 -2.14577
Si -1.02142 -0.10118 -3.66677
C -1.04742 1.66357 -4.31294
C -0.99484 2.72462 -3.41786
C -1.07627 4.03817 -3.84931
C -1.21746 4.31262 -5.19867
C -1.28398 3.27023 -6.10703
C -1.20140 1.96194 -5.66478
C -2.75354 -0.81305 -3.74587
C -3.63291 -0.65976 -2.67788
C -4.94701 -1.08816 -2.77312
C -5.40428 -1.67404 -3.94162
C -4.54240 -1.83479 -5.01337
C -3.22959 -1.40810 -4.91131
C 0.09516 -1.15678 -4.76610
C 0.03654 -2.54375 -4.64768
C 0.87589 -3.36725 -5.37827
C 1.79722 -2.81452 -6.25370
C 1.87287 -1.44008 -6.38820
C 1.03037 -0.62589 -5.64774
H -0.90000 2.51895 -2.36303
H -1.03414 4.84455 -3.13119
H -1.28089 5.33623 -5.54217
H -1.40521 3.47804 -7.16135
H -1.26665 1.16048 -6.38683
H -3.29495 -0.18852 -1.76448
H -5.61301 -0.95790 -1.93246
H -6.43288 -2.00580 -4.01749
H -4.89270 -2.29502 -5.92803
H -2.56518 -1.55009 -5.75226
H -0.67757 -2.98755 -3.96923
H 0.80929 -4.44136 -5.26858
H 2.45519 -3.45452 -6.82697
H 2.58922 -1.00020 -7.07010
H 1.10727 0.44758 -5.76063
N 2.89872 -0.44378 -2.98696
H 3.27734 -1.31756 -3.34050
H 2.61023 0.08701 -3.80179
H 2.03344 -0.69364 -2.49844

Atoms 1-6, force components in eV/Å:
V -1.00 -0.77 -1.19
C -0.04 0.07 0.23
C 0.22 -0.43 0.59
O -0.59 0.23 -0.11
C 0.27 -0.18 -0.41
C -0.75 -0.55 0.08

No. 2
Below is C38H38N3O9P2Tl as an isolated structure at a distorted geometry, with properties calculated with ωB97M-V with the def2-TZVPD basis set.

Computed properties:
**Maximum force**: 3.2 eV Å⁻¹
**Orbital gap**: 8.774 eV
**Spin multiplicity**: 1
**E_LUMO**: -0.00311 Eh
**Calculated total energy**: -3167.64913 hartree

CARTESIAN COORDINATES (ANGSTROEM)
Tl 0.80917 -0.51009 -0.31813
O 0.29956 0.96875 -1.83322
C -0.48131 2.17088 -1.69136
C -0.19267 2.91629 -0.36399
C -0.62820 2.28066 0.92500
C -1.51510 3.06706 1.71919
C -1.72566 2.60184 2.96834
C -1.13096 1.46658 3.45195
C -0.40928 0.66801 2.56540
C 0.23868 -0.64841 3.01932
C -0.26855 -1.92072 2.28767
O -0.23479 -1.76395 0.91231
C 0.50921 -3.21964 2.68119
C 0.26953 -4.35693 1.91886
C 0.87268 -5.56672 2.24105
C 1.74951 -5.68600 3.35171
C 2.04556 -4.56219 4.09294
C 1.36393 -3.34615 3.77123
C -1.75466 -2.15032 2.67838
C -2.85260 -1.68321 1.94050
C -4.16273 -1.71144 2.42880
C -4.39388 -2.19303 3.72053
C -3.33237 -2.68962 4.44980
C -2.04376 -2.71465 3.94029
N -0.17507 1.07097 1.31763
C -0.16631 3.02960 -2.93675
C 0.53568 4.19834 -2.85760
C 0.73713 4.97809 -4.02669
C 0.14452 4.61026 -5.22097
C -0.55561 3.42655 -5.31848
C -0.70172 2.63582 -4.16103
C -1.99767 1.90434 -1.76443
C -2.95711 2.97443 -1.73221
C -4.27271 2.59041 -1.66280
C -4.68989 1.28111 -1.45140
C -3.74623 0.28183 -1.43558
C -2.42509 0.60278 -1.67672
H -0.67915 3.85212 -0.33674
H 0.89664 3.08882 -0.29491
H -1.89974 3.99319 1.43284
H -2.35790 3.09186 3.63844
H -1.14385 1.30900 4.50774
H 0.21509 -0.74799 4.08025
H 1.31374 -0.46513 2.78929
H -0.31856 -4.27061 0.98899
H 0.74427 -6.46553 1.63089
H 2.25213 -6.63799 3.48938
H 2.67413 -4.67750 4.99820
H 1.46999 -2.55105 4.49310
H -2.61590 -1.23600 0.93802
H -4.98706 -1.43403 1.76479
H -5.35936 -2.12885 4.14225
H -3.40293 -3.00472 5.51636
H -1.25884 -3.02228 4.58158
H 0.91245 4.51509 -1.91667
H 1.38489 5.89310 -4.02034
H 0.23800 5.34321 -5.98830
H -1.02141 3.11246 -6.26486
H -1.13803 1.62136 -4.24237
H -2.56191 3.97332 -1.67685
H -5.11752 3.34659 -1.72360
H -5.77127 1.06136 -1.38437
H -4.00115 -0.76534 -1.38748
H -1.73459 -0.23377 -1.71340
C 6.02847 1.13728 -1.17531
C 4.74478 0.38353 -0.70668
O 5.12004 -0.93260 -0.30224
P 3.86720 1.22326 0.67104
O 3.51627 2.71326 0.25941
O 4.83380 1.54556 1.91010
O 2.66809 0.42489 1.07397
P 3.56678 0.16780 -2.12613
O 2.72395 1.52521 -2.09074
O 4.29796 -0.15487 -3.34518
O 2.59760 -0.95705 -1.62960
H 6.70088 1.32292 -0.31054
H 5.72934 2.12868 -1.56935
H 6.49889 0.54235 -1.99913
H 4.32585 -1.47967 -0.36544
H 3.18654 2.71801 -0.65623
H 5.38920 0.80903 2.20620
H 1.71653 1.25820 -2.14554
N -1.02945 -3.12663 -1.47669
C -1.57851 -3.47595 -2.59538
C -0.89192 -2.86390 -3.65019
C 0.15622 -2.17111 -3.00843
N 0.03869 -2.31386 -1.70792
H -1.30729 -3.21447 -0.48996
H -2.42598 -4.15581 -2.63101
H -0.97007 -3.02779 -4.71927
H 1.00280 -1.58850 -3.39272

Atoms 1-6, force components in eV/Å:
Tl 0.95 0.52 -0.21
O -0.51 0.49 0.34
C -0.17 -0.13 -0.79
C 1.24 -1.42 -0.18
C -1.04 0.45 0.14
C 1.97 -2.36 -0.82

No. 3
Below is C38H38N4O4PS4W as an isolated structure, with properties calculated with ωB97M-V with the def2-TZVPD basis set.

Computed properties:
**Maximum force**: 0.3 eV Å⁻¹
**Orbital gap (alpha / beta)**: 6.881 / 6.882 eV
**Net charge**: +1
**Spin multiplicity**: 1
**E_LUMO (alpha / beta)**: -0.09395 / -0.09390 Eh
**Calculated total energy**: -3991.82862 hartree

CARTESIAN COORDINATES (ANGSTROEM)
W 0.19827 0.31614 0.41899
C -2.28212 0.94310 3.31538
C -1.53496 0.74335 4.62363
S -0.13325 -0.33982 4.31023
C 0.68880 -0.36555 5.91940
C 1.99500 -1.15518 5.79861
S 2.90332 -0.91432 4.24667
C 3.13996 0.88066 4.28723
C 3.30280 1.49801 2.90543
S 1.83434 1.95264 1.92898
C 0.75202 2.84033 3.06707
C -0.59271 3.04568 2.37568
S -1.39629 1.51907 1.81898
H -3.09529 1.65671 3.45680
H -2.72786 0.00445 2.98101
H -2.21838 0.30611 5.35360
H -1.18368 1.69620 5.02565
H 0.05168 -0.82690 6.67400
H 0.87717 0.66355 6.23146
H 1.79015 -2.22617 5.82155
H 2.63947 -0.93020 6.64837
H 4.03895 1.10271 4.86327
H 2.30033 1.33325 4.81120
H 3.86568 0.84755 2.23158
H 3.87756 2.42000 2.99484
H 1.19081 3.81230 3.29634
H 0.63772 2.26750 3.98422
H -0.46643 3.63428 1.46573
H -1.28804 3.57124 3.03177
O 4.47924 -4.46950 1.72297
C 3.52595 -4.19552 0.81355
O 3.54777 -4.66887 -0.28024
C 2.41878 -3.30848 1.29164
C 1.40038 -3.61758 2.17029
N 0.56896 -2.56074 2.20349
N 0.99852 -1.57541 1.41777
C 2.11100 -2.01891 0.84893
C 2.80610 -1.06446 -0.05773
O 3.91432 -1.25599 -0.47895
O 2.07274 0.01119 -0.29269
H 4.36919 -3.91504 2.50549
H 1.20070 -4.50968 2.74073
H -0.22327 -2.39879 2.80806
N -1.03854 -0.45772 -0.62246
P -1.32175 -0.82744 -2.17711
C -1.16891 0.67523 -3.10218
C -1.84717 1.87010 -2.48854
C -1.83747 3.15462 -3.36662
C -1.11214 3.06077 -4.67063
C -0.49843 1.95263 -5.08000
C -0.54329 0.72679 -4.28272
C -0.16424 -2.07598 -2.71228
C 1.19010 -1.73297 -2.78798
C 2.13544 -2.71858 -3.01236
C 1.73509 -4.04101 -3.16611
C 0.39102 -4.37868 -3.11421
C -0.56387 -3.39967 -2.87964
C -2.99288 -1.44537 -2.34107
C -3.71568 -1.81368 -1.21124
C -5.00462 -2.30745 -1.35143
C -5.56536 -2.42979 -2.61441
C -4.84478 -2.05892 -3.74346
C -3.55839 -1.56432 -3.61003
H -2.85580 1.58216 -2.17900
H -2.83455 3.56104 -3.54279
H -1.08754 3.95324 -5.28565
H 0.02617 1.92770 -6.02541
H -0.06992 -0.16023 -4.68868
H 1.50246 -0.70430 -2.65125
H 3.18512 -2.45990 -3.04151
H 2.48007 -4.81070 -3.31448
H 0.08459 -5.40801 -3.24324
H -1.61159 -3.66672 -2.81929
H -3.26714 -1.70624 -0.23148
H -5.57239 -2.59396 -0.47631
H -6.57152 -2.81285 -2.72189
H -5.28842 -2.15139 -4.72547
H -2.99715 -1.26497 -4.48765
N 0.32967 6.53966 -4.07756
C 0.33981 5.60779 -3.40223
C 0.27294 4.44536 -2.56880
C -1.09134 3.92747 -2.22894
C -1.10313 2.64379 -1.34080
C 0.21058 2.08094 -0.83004
C 1.34451 2.66488 -1.26339
C 1.38005 3.83711 -2.13141
H -1.69850 4.74149 -1.82854
H -1.79182 2.76618 -0.50247
H 2.30792 2.28720 -0.94563
H 2.34738 4.23578 -2.41260

Atoms 1-6, force components in eV/Å:
W -0.23 -0.16 -0.12
C -0.01 0.01 -0.02
C 0.03 -0.01 0.01
S -0.01 0.00 0.02
C 0.01 -0.02 -0.02
C 0.00 0.00 -0.01